DFT (ωB97M-V/def2-TZVPD) results for a cluster of 2 separate species, C9H14NO in total at a distorted geometry.

**LUMO energy (spin up / spin down)**: -4.49 / -4.34 eV
**Max |F|**: 0.1141 hartree/bohr
**Charge**: +1
**Relative energy (zero: lowest compared OMol25 entry of this formula, charge and spin)**: 693.6 kJ/mol
**E_HOMO (spin up / spin down)**: -0.4458 / -0.4399 hartree
**Frontier orbital gap (spin up / spin down)**: 7.6 / 7.6 eV

```
25
C9H14NO, DFT ωB97M-V/def2-TZVPD
C 4.2634 0.1491 1.3141
C 3.5118 -0.6402 0.4133
C 3.4790 1.2218 1.6515
C 2.4544 0.1280 0.1872
C -0.4318 -1.6692 -1.3327
C -0.9877 -1.2135 0.0912
C -0.1036 -0.3422 -0.6498
C -2.5070 -1.0728 0.2248
C -0.5935 1.9804 -0.2115
N -0.3899 0.9391 -1.1882
O 2.3288 1.1000 1.0188
H 5.3237 0.0215 1.6094
H 3.9955 -1.5463 -0.0389
H 3.5666 1.9368 2.5061
H 0.3039 -2.4354 -1.1520
H -0.8992 -1.6994 -2.2200
H -0.5246 -1.8927 0.9471
H -2.9580 -0.3501 -0.4434
H -2.7267 -0.8516 1.2813
H -2.8221 -2.0985 0.1427
H 0.3261 2.3586 0.2705
H -1.1848 2.8176 -0.6463
H -1.2679 1.6429 0.5994
H 0.4705 1.0806 -1.8466
H -1.2743 0.9803 -1.6966
```

Listed below, in e, are the Mulliken charges computed for each atom: number 1, C, carries -0.232; number 2, C, carries -0.482; number 3, C, carries -0.341; number 4, C, carries 0.158; number 5, C, carries -0.988; number 6, C, carries 0.252; number 7, C, carries -0.042; number 8, C, carries -1.507; number 9, C, carries -0.781; number 10, N, carries 0.043; number 11, O, carries -0.140; number 12, H, carries 0.363; number 13, H, carries 0.352; number 14, H, carries 0.344; number 15, H, carries 0.237; number 16, H, carries 0.385; number 17, H, carries 0.335; number 18, H, carries 0.339; number 19, H, carries 0.385; number 20, H, carries 0.435; number 21, H, carries 0.272; number 22, H, carries 0.387; number 23, H, carries 0.324; number 24, H, carries 0.476; number 25, H, carries 0.427

=====

DFT (ωB97M-V/def2-TZVPD) results for a structure of composition C9H14NO at a distorted geometry.

**LUMO energy**: -3.51 eV
**Max |F|**: 0.1099 hartree/bohr
**Charge**: +1
**Relative energy (zero: lowest compared OMol25 entry of this formula, charge and spin)**: 619.9 kJ/mol
**E_HOMO**: -0.4499 hartree
**Frontier orbital gap**: 8.7 eV

```
25
C9H14NO, DFT ωB97M-V/def2-TZVPD
C 2.4364 0.5809 0.8262
C 2.3415 -0.7563 0.7264
C 1.4404 0.7554 -0.3120
C 1.3816 -0.7925 -0.3552
C -0.1253 0.8464 -0.1588
C -0.1480 -0.7725 -0.2746
C -1.1012 1.5532 -1.0356
C -0.5942 1.2612 1.2517
C -0.8285 -1.2478 -1.5037
N -0.7338 -1.4567 0.9055
O 1.6947 -0.0148 -1.3783
H 2.9558 1.4150 1.2385
H 2.7669 -1.6443 1.1298
H -2.1480 1.1227 -1.0562
H -0.7058 1.4192 -2.1698
H -1.1310 2.6103 -0.8172
H -1.6626 0.7638 1.4460
H -0.6094 2.3954 1.1724
H 0.0327 1.0105 2.1094
H -1.8908 -1.0469 -1.5463
H -0.8727 -2.3116 -1.4896
H -0.1909 -0.8656 -2.3872
H 0.0071 -2.1295 1.0799
H -1.6260 -1.9583 0.8007
H -0.6890 -0.7371 1.7980
```

Listed below, in e, are the Mulliken charges computed for each atom: number 1, C, carries -0.882; number 2, C, carries -0.785; number 3, C, carries 0.623; number 4, C, carries 0.229; number 5, C, carries 0.976; number 6, C, carries 0.537; number 7, C, carries -1.235; number 8, C, carries -1.923; number 9, C, carries -1.993; number 10, N, carries -0.087; number 11, O, carries -0.378; number 12, H, carries 0.469; number 13, H, carries 0.544; number 14, H, carries 0.237; number 15, H, carries 0.286; number 16, H, carries 0.458; number 17, H, carries 0.351; number 18, H, carries 0.418; number 19, H, carries 0.482; number 20, H, carries 0.456; number 21, H, carries 0.577; number 22, H, carries 0.373; number 23, H, carries 0.482; number 24, H, carries 0.324; number 25, H, carries 0.460

=====

DFT (ωB97M-V/def2-TZVPD) results for a cluster of 2 separate species, C9H14NO in total at a distorted geometry.

**LUMO energy (spin up / spin down)**: -4.53 / -4.42 eV
**Max |F|**: 0.0336 hartree/bohr
**Charge**: +1
**Relative energy (zero: lowest compared OMol25 entry of this formula, charge and spin)**: 489.3 kJ/mol
**E_HOMO (spin up / spin down)**: -0.4563 / -0.4462 hartree
**Frontier orbital gap (spin up / spin down)**: 7.9 / 7.7 eV

```
25
C9H14NO, DFT ωB97M-V/def2-TZVPD
C -0.2739 -1.9962 3.4332
C -1.0862 -1.8855 2.2577
C 0.5169 -0.8918 3.4895
C -0.7044 -0.7032 1.7535
C 1.1676 1.3333 -1.0121
C -0.8145 1.0102 -0.4781
C 0.0280 0.4397 -1.5743
C -0.4622 0.8190 -2.9723
C 0.3110 -1.0566 -1.4939
N 0.2537 1.8555 0.0559
O 0.2573 -0.0807 2.4255
H -0.3107 -2.8155 4.1216
H -1.8189 -2.5718 1.8967
H 1.2613 -0.5663 4.1868
H 2.0216 0.7968 -0.6052
H 1.5062 2.1175 -1.6846
H -1.8489 1.2927 -0.4642
H 0.2794 0.5310 -3.7136
H -0.6398 1.8862 -3.0576
H -1.3899 0.2955 -3.1925
H 1.1074 -1.3251 -2.1819
H -0.5793 -1.6187 -1.7621
H 0.5980 -1.3377 -0.4846
H 0.5321 1.6022 1.0166
H 0.0882 2.8696 0.0399
```

Listed below, in e, are the Mulliken charges computed for each atom: number 1, C, carries -0.250; number 2, C, carries -0.442; number 3, C, carries -0.618; number 4, C, carries 0.184; number 5, C, carries -0.941; number 6, C, carries -1.210; number 7, C, carries 2.214; number 8, C, carries -1.721; number 9, C, carries -1.636; number 10, N, carries 0.111; number 11, O, carries -0.269; number 12, H, carries 0.422; number 13, H, carries 0.477; number 14, H, carries 0.437; number 15, H, carries 0.331; number 16, H, carries 0.369; number 17, H, carries 0.368; number 18, H, carries 0.417; number 19, H, carries 0.425; number 20, H, carries 0.422; number 21, H, carries 0.425; number 22, H, carries 0.388; number 23, H, carries 0.388; number 24, H, carries 0.333; number 25, H, carries 0.376

=====

DFT (ωB97M-V/def2-TZVPD) results for the molecule C9H14NO2P at a distorted geometry.

**LUMO energy (spin up / spin down)**: 0.79 / -1.15 eV
**Max |F|**: 0.0814 hartree/bohr
**Expectation value of S²**: 2.12
**Charge**: 0
**Relative energy (zero: lowest compared OMol25 entry of this formula, charge and spin)**: 113.4 kJ/mol
**2S+1**: 3
**E_HOMO (spin up / spin down)**: -0.2258 / -0.2720 hartree
**Frontier orbital gap (spin up / spin down)**: 6.9 / 6.2 eV

```
27
C9H14NO2P, DFT ωB97M-V/def2-TZVPD
C 1.8194 0.2698 -3.0827
C 1.3100 -0.0623 -4.3213
C 1.2930 0.5394 -1.8029
C 0.1173 -0.7003 -4.7188
C -1.0269 -0.8283 2.4624
C -1.9840 -0.6962 1.2819
C 0.3840 -0.4369 2.0271
C -1.8977 0.7205 0.7140
C 0.3887 0.9400 1.3608
N -0.5441 0.9871 0.2594
O 2.2334 0.6862 -0.7931
O -0.1988 -0.7029 -5.9814
P -0.3759 0.7811 -1.3960
H 2.9083 0.3699 -3.0853
H 2.0800 -0.0397 -5.1086
H -1.3573 -0.1732 3.2726
H -1.0303 -1.8531 2.8377
H -1.6992 -1.4003 0.4972
H -3.0091 -0.9088 1.5860
H 1.0587 -0.4185 2.8840
H 0.7529 -1.1767 1.3148
H -2.5863 0.8345 -0.1269
H -2.1671 1.4460 1.4906
H 0.0843 1.6996 2.0921
H 1.3885 1.1920 1.0167
H 3.1135 0.4908 -1.1371
H 0.3524 -0.1367 -6.5701
```

Listed below, in e, are the Mulliken charges computed for each atom: number 1, C, carries -0.587; number 2, C, carries -0.475; number 3, C, carries 1.167; number 4, C, carries 0.070; number 5, C, carries -0.731; number 6, C, carries -0.461; number 7, C, carries -0.372; number 8, C, carries -1.045; number 9, C, carries -0.786; number 10, N, carries 0.220; number 11, O, carries -0.485; number 12, O, carries -0.461; number 13, P, carries -0.368; number 14, H, carries 0.091; number 15, H, carries 0.231; number 16, H, carries 0.307; number 17, H, carries 0.333; number 18, H, carries 0.282; number 19, H, carries 0.365; number 20, H, carries 0.334; number 21, H, carries 0.279; number 22, H, carries 0.404; number 23, H, carries 0.410; number 24, H, carries 0.367; number 25, H, carries 0.301; number 26, H, carries 0.277; number 27, H, carries 0.334

=====

DFT (ωB97M-V/def2-TZVPD) results for a cluster of 2 separate species, C9H14O in total at a distorted geometry.

**LUMO energy (spin up / spin down)**: 3.88 / 3.81 eV
**Max |F|**: 0.0409 hartree/bohr
**Expectation value of S²**: 0.76
**Charge**: -1
**Relative energy (zero: lowest compared OMol25 entry of this formula, charge and spin)**: 72.3 kJ/mol
**2S+1**: 2
**E_HOMO (spin up / spin down)**: 0.0319 / -0.1255 hartree
**Frontier orbital gap (spin up / spin down)**: 3.0 / 7.2 eV

```
24
C9H14O, DFT ωB97M-V/def2-TZVPD
C -2.8164 0.7060 1.7595
C -1.9967 1.7233 0.9674
H -2.9580 -0.1831 1.1319
H -2.4526 0.3988 2.7344
H -3.8499 1.0483 1.8355
H -1.4027 1.3590 0.1330
H -2.7469 2.3490 0.5114
H -1.3342 2.3868 1.5344
C 0.6828 -3.0211 0.7183
C 0.8890 0.9074 -1.0263
C 0.8949 0.8537 0.3600
C 0.6379 -0.1987 -1.8093
C 0.6767 -0.4497 0.9469
C 0.4691 -1.4826 -1.2122
C 0.6327 -1.6120 0.1836
O 1.1753 2.0922 -1.6903
H 1.0695 1.7253 0.9834
H 0.8786 2.8336 -1.1622
H 0.6025 -0.1237 -2.8902
H 0.6456 -0.4306 2.0424
H 0.3347 -2.4238 -1.7169
H 1.2944 -3.0898 1.6450
H 1.3197 -3.6383 0.0914
H -0.3065 -3.3670 1.0332
```

Listed below, in e, are the Mulliken charges computed for each atom: number 1, C, carries -1.015; number 2, C, carries -0.544; number 3, H, carries 0.233; number 4, H, carries 0.312; number 5, H, carries 0.366; number 6, H, carries 0.023; number 7, H, carries 0.397; number 8, H, carries 0.180; number 9, C, carries -1.383; number 10, C, carries 0.967; number 11, C, carries -1.130; number 12, C, carries -0.755; number 13, C, carries -0.293; number 14, C, carries -0.780; number 15, C, carries 0.295; number 16, O, carries -0.611; number 17, H, carries 0.411; number 18, H, carries 0.305; number 19, H, carries 0.351; number 20, H, carries 0.307; number 21, H, carries 0.361; number 22, H, carries 0.334; number 23, H, carries 0.433; number 24, H, carries 0.235

=====

E_tot readings, ordered: -13083.518; -13084.283; -13085.636; -24428.891; -11605.569 eV